Entry 1:
{"formula": "C47H60BN8O3S2Ti", "method": "the ωB97M-V functional and the def2-TZVPD basis", "e_lumo_ev": [-2.67, -5.89], "orbital_gap_ev": [5.652, 4.408], "multiplicity": 3, "relative_energy_ev": 1.401, "homo_energy_ev": [-8.33, -10.30], "total_charge": 1, "species": ["Ti", "C", "C", "C", "C", "C", "C", "C", "C", "C", "N", "N", "B", "N", "N", "C", "C", "C", "C", "C", "C", "C", "C", "C", "N", "N", "C", "C", "C", "C", "C", "C", "C", "C", "C", "H", "H", "H", "H", "H", "H", "H", "H", "H", "H", "H", "H", "H", "H", "H", "H", "H", "H", "H", "H", "H", "H", "H", "H", "H", "H", "H", "H", "H", "H", "H", "H", "H", "H", "H", "H", "H", "H", "H", "H", "H", "H", "H", "H", "H", "H", "S", "C", "C", "C", "C", "C", "C", "N", "C", "C", "C", "C", "C", "C", "C", "C", "N", "C", "C", "C", "C", "C", "S", "C", "H", "H", "H", "H", "H", "H", "H", "H", "H", "H", "H", "H", "O", "H", "H", "O", "O"], "coordinates": [[-0.496004, 0.031398, -0.546213], [4.351984, 1.156742, -1.442116], [3.259769, 1.856193, -0.629047], [2.196715, 2.478947, -1.544575], [2.722180, 0.952957, 0.457479], [3.470015, 0.585902, 1.583683], [2.606280, -0.089973, 2.419523], [2.953459, -0.716589, 3.746870], [2.473486, -2.165869, 3.850851], [2.516143, 0.124071, 4.954778], [1.404037, -0.125555, 1.806950], [1.476397, 0.504970, 0.586804], [-0.007838, -0.375304, 2.427887], [-0.594855, -1.639937, 1.756776], [-0.325871, -1.854021, 0.432032], [-0.700693, -3.108941, 0.153250], [-1.181832, -3.713307, 1.310789], [-1.119241, -2.745272, 2.305345], [-1.594245, -2.849932, 3.729484], [-3.128690, -2.906605, 3.746340], [-1.006932, -4.084949, 4.420062], [-0.623737, -3.726583, -1.214564], [0.248720, -4.986297, -1.174784], [-2.025197, -4.081725, -1.726233], [-0.847197, 0.920829, 2.173455], [-0.861273, 1.516557, 0.933301], [-1.250914, 2.777977, 1.104614], [-1.511730, 3.004259, 2.462276], [-1.239019, 1.817483, 3.106842], [-1.425572, 1.481345, 4.559647], [-1.285798, 2.725187, 5.437014], [-2.797049, 0.822296, 4.758257], [-1.362190, 3.804194, 0.013059], [-0.451798, 4.995964, 0.319719], [-2.816328, 4.264194, -0.153687], [4.791313, 1.851746, -2.161969], [3.934953, 0.312409, -1.996057], [5.151237, 0.781122, -0.800117], [3.735477, 2.664923, -0.074978], [2.119634, 1.931686, -2.485776], [2.456759, 3.509399, -1.790110], [1.211552, 2.490325, -1.072673], [4.510404, 0.809266, 1.775805], [4.044430, -0.728399, 3.757209], [1.384277, -2.218153, 3.856218], [2.840702, -2.618476, 4.774630], [2.837674, -2.762682, 3.010701], [1.431046, 0.145974, 5.060259], [2.871593, 1.153559, 4.863392], [2.934079, -0.299788, 5.871239], [0.080876, -0.554402, 3.597527], [-1.551363, -4.723422, 1.410340], [-1.278380, -1.955674, 4.269867], [-3.481304, -3.825724, 3.271189], [-3.562141, -2.062719, 3.205765], [-3.500707, -2.887718, 4.773831], [-1.351214, -4.999466, 3.929773], [-1.328472, -4.123011, 5.464115], [0.083513, -4.079918, 4.398871], [-0.174906, -3.011722, -1.901548], [-0.212756, -5.753828, -0.549418], [1.244064, -4.782238, -0.770973], [0.363255, -5.396580, -2.180095], [-2.459616, -4.871175, -1.106865], [-1.964822, -4.451404, -2.753092], [-2.688214, -3.220019, -1.697811], [-1.844520, 3.927562, 2.910944], [-0.661416, 0.765299, 4.857212], [-2.097604, 3.432418, 5.246361], [-0.336471, 3.235577, 5.260540], [-1.332043, 2.443039, 6.490124], [-3.590373, 1.498321, 4.429450], [-2.960171, 0.589423, 5.812529], [-2.881134, -0.101236, 4.181242], [-1.030860, 3.352045, -0.916637], [-0.786326, 5.510428, 1.223331], [-0.474926, 5.712442, -0.504752], [0.581254, 4.681182, 0.473809], [-3.127447, 4.864488, 0.703991], [-3.501087, 3.415730, -0.229658], [-2.927553, 4.877987, -1.052634], [5.176462, -2.937076, -3.670662], [5.824183, -4.175725, -2.701289], [5.077049, -4.400157, -1.574263], [3.961434, -3.552466, -1.496229], [3.860579, -2.679331, -2.577290], [2.875231, -1.683601, -2.826865], [1.892101, -1.417906, -1.846477], [0.961460, -0.511992, -1.976447], [0.921249, 0.235818, -3.164212], [1.910890, 0.053207, -4.201445], [1.821685, 0.900311, -5.384259], [0.814266, 1.759948, -5.540778], [-0.235437, 1.875895, -4.533818], [-1.373120, 2.573304, -4.713269], [-2.408797, 2.516092, -3.709908], [-2.119936, 1.860529, -2.495594], [-0.982185, 1.273044, -2.244622], [-0.072244, 1.135185, -3.305720], [-3.683675, 3.121165, -3.919934], [-4.057978, 3.985027, -4.936471], [-5.406095, 4.381113, -4.857525], [-6.052925, 3.812170, -3.794142], [-5.034654, 2.798056, -2.884591], [2.855793, -0.892036, -4.031504], [6.728401, -4.681634, -3.006882], [5.323953, -5.149829, -0.834831], [3.249097, -3.580211, -0.681870], [1.891531, -1.963023, -0.910384], [2.588518, 0.799010, -6.142955], [0.740598, 2.372895, -6.431588], [-1.533048, 3.121787, -5.633098], [-2.839219, 1.850633, -1.686761], [-3.375779, 4.341642, -5.696856], [-5.882977, 5.058435, -5.552571], [-7.087950, 3.932204, -3.507747], [3.601426, -1.052544, -4.802294], [-1.071338, -1.687489, -4.086278], [-1.793352, -2.060442, -4.601244], [-1.473282, -1.427562, -3.245736], [-1.829045, -0.945194, -1.414494], [-2.290261, -0.138496, -0.338099]], "atomic_forces_ev_per_a": [[-0.720, 0.116, 0.390], [0.052, 0.044, 0.001], [-0.237, -0.162, -0.087], [0.206, -0.036, 0.041], [0.158, 0.192, 0.032], [0.141, -0.041, 0.005], [0.059, -0.029, -0.037], [-0.148, 0.061, 0.014], [0.007, 0.004, -0.001], [0.022, 0.026, -0.060], [-0.189, 0.240, 0.134], [-0.008, -0.516, 0.212], [0.114, 0.053, -0.089], [0.282, 0.060, 0.122], [0.177, -0.098, 0.565], [-0.037, -0.017, -0.098], [-0.104, -0.050, 0.047], [0.002, -0.127, 0.032], [-0.058, -0.103, -0.099], [0.011, 0.039, 0.005], [-0.017, 0.031, 0.012], [-0.048, -0.113, 0.133], [0.045, 0.042, -0.042], [0.065, -0.069, 0.003], [0.228, -0.087, -0.048], [-0.315, 0.338, 0.701], [-0.127, -0.017, 0.065], [0.029, 0.144, -0.005], [-0.048, -0.056, 0.018], [-0.108, 0.103, -0.004], [0.000, -0.006, -0.028], [0.029, -0.002, -0.026], [-0.107, -0.007, 0.141], [-0.005, 0.030, -0.054], [0.032, -0.037, -0.053], [-0.015, -0.036, 0.020], [0.112, 0.157, 0.086], [-0.037, 0.011, -0.026], [0.061, 0.096, 0.051], [0.159, 0.304, 0.307], [0.018, -0.009, 0.013], [-0.013, 0.060, 0.016], [-0.119, -0.026, -0.027], [0.071, -0.020, -0.016], [0.063, -0.036, 0.013], [-0.022, 0.025, -0.038], [-0.024, 0.027, 0.032], [0.044, -0.005, -0.002], [-0.031, -0.074, 0.006], [-0.028, 0.021, -0.061], [-0.024, 0.025, -0.117], [0.033, 0.112, -0.007], [0.029, -0.015, -0.027], [0.021, 0.054, 0.023], [0.002, -0.044, 0.017], [0.033, -0.015, -0.064], [0.025, 0.051, 0.033], [0.007, 0.002, -0.092], [-0.015, -0.001, -0.001], [-0.026, 0.088, -0.045], [0.032, 0.023, -0.008], [-0.054, -0.009, -0.025], [0.002, 0.003, 0.033], [-0.003, 0.036, -0.038], [0.000, 0.009, 0.070], [0.005, 0.024, -0.004], [0.032, -0.091, -0.039], [0.045, 0.012, -0.005], [0.050, -0.031, 0.017], [-0.051, -0.027, 0.011], [-0.017, 0.023, -0.038], [0.021, -0.034, 0.025], [0.011, -0.006, -0.033], [0.001, 0.067, 0.032], [0.112, -0.034, -0.045], [0.033, -0.010, -0.032], [-0.009, -0.020, 0.046], [0.000, -0.011, -0.012], [-0.003, -0.035, -0.010], [0.032, 0.072, 0.014], [0.016, -0.026, 0.074], [0.067, -0.012, -0.118], [0.098, -0.003, -0.095], [-0.173, 0.042, 0.133], [0.078, -0.158, 0.185], [-0.185, 0.231, -0.079], [0.113, -0.344, 0.048], [0.025, -0.015, 0.023], [0.199, 0.038, -0.765], [0.068, -0.357, -0.273], [-0.183, -0.020, -0.092], [0.171, -0.210, 0.121], [-0.287, 0.170, 0.118], [0.458, -0.271, 0.091], [-0.743, 0.250, 0.229], [0.353, 0.031, -0.251], [-0.111, 0.238, -0.099], [0.984, 0.085, -0.576], [-0.468, 0.180, -0.043], [-0.211, 0.083, -0.101], [0.020, 0.042, 0.010], [0.005, 0.020, -0.012], [-0.102, 0.022, -0.017], [-0.009, 0.006, -0.001], [0.221, -0.153, -0.075], [-0.064, 0.027, 0.031], [-0.018, 0.056, -0.052], [0.077, 0.003, -0.064], [0.001, 0.009, 0.015], [-0.008, -0.023, 0.042], [-0.035, -0.022, 0.042], [-0.042, -0.029, 0.047], [-0.046, 0.001, 0.013], [-0.055, -0.047, 0.046], [0.030, -0.048, 0.045], [0.088, 0.006, -0.025], [-0.014, -0.021, 0.055], [0.047, -0.021, -0.099], [0.011, -0.038, 0.005], [-0.167, 0.029, 0.045], [-0.234, -0.264, 0.009], [0.086, -0.147, -0.582]]}


Entry 2:
{"formula": "C4H12", "method": "the ωB97M-V functional and the def2-TZVPD basis", "e_lumo_ev": 1.19, "orbital_gap_ev": 12.441, "relative_energy_ev": 1.379, "homo_energy_ev": -11.26, "smiles": "CC.CC", "species": ["C", "C", "H", "H", "H", "H", "H", "H", "C", "C", "H", "H", "H", "H", "H", "H"], "coordinates": [[-2.070055, 0.497093, -0.190948], [-1.171093, 1.741696, -0.256951], [-2.927076, 0.558373, 0.505738], [-2.467589, 0.040002, -1.150413], [-1.594315, -0.448730, 0.157411], [-0.192242, 1.490690, -0.006774], [-1.593642, 2.584728, 0.270195], [-1.160656, 2.188973, -1.310388], [2.039621, -1.582772, -0.182549], [1.112734, -0.660778, 0.670263], [2.570044, -2.271294, 0.397432], [1.492372, -2.146233, -0.927726], [2.827393, -0.933764, -0.701371], [0.709021, 0.335276, 0.134930], [1.910425, -0.169302, 1.318847], [0.515059, -1.223956, 1.272302]], "atomic_forces_ev_per_a": [[-0.863, -2.157, -0.272], [-2.396, 0.595, -2.774], [0.292, 0.437, -0.467], [0.253, 1.376, 0.643], [0.478, 0.960, 0.210], [1.260, 0.428, 0.621], [0.179, -0.049, 0.809], [0.187, -0.936, 1.095], [-0.438, 2.548, -1.717], [4.337, 3.755, -1.900], [0.701, -1.023, 1.200], [-0.079, -0.043, -0.335], [-1.120, -0.951, 0.491], [0.682, -3.424, 1.022], [-1.210, -0.482, -0.085], [-2.262, -1.035, 1.459]]}


Entry 3:
{"formula": "C3H7N3O2", "method": "the ωB97M-V functional and the def2-TZVPD basis", "e_lumo_ev": 0.55, "orbital_gap_ev": 10.436, "relative_energy_ev": 5.903, "homo_energy_ev": -9.89, "smiles": "[H]/N=C(\\C(=O)O)N(C)N", "species": ["C", "C", "C", "H", "H", "H", "H", "H", "H", "H", "N", "N", "N", "O", "O"], "coordinates": [[1.880465, 0.086692, -0.226248], [-0.275679, 0.691679, -0.093105], [-1.691491, 0.117039, -0.056151], [1.982024, 0.491877, -1.361794], [1.781936, 1.001615, 0.658490], [2.829775, -0.591482, 0.039217], [-0.072359, -2.303033, 0.331578], [0.964808, -1.184728, 1.580976], [-0.698946, 2.734425, -0.096687], [-2.901011, -0.849240, -1.087109], [0.589452, -0.524549, -0.341433], [0.059610, -1.283183, 0.920342], [0.033694, 1.912584, -0.069822], [-1.941569, -0.937942, -0.912384], [-2.540711, 0.638247, 0.714134]], "atomic_forces_ev_per_a": [[3.051, 1.330, 0.358], [-1.974, -1.300, -2.195], [-2.574, 1.934, 2.667], [0.429, -0.347, 3.021], [1.094, -2.388, -2.762], [-2.418, 1.079, -0.749], [0.931, 3.157, 3.142], [-2.675, -1.257, -1.713], [1.328, -2.939, 0.516], [0.353, -0.474, 0.280], [-1.836, 2.811, 2.902], [3.280, -2.503, -2.436], [-0.836, 1.088, -0.470], [-0.491, 1.805, 0.585], [2.338, -1.997, -3.147]]}


Entry 4:
{"formula": "H2NOP", "method": "the ωB97M-V functional and the def2-TZVPD basis", "e_lumo_ev": [-1.44, -1.46], "orbital_gap_ev": [8.120, 7.728], "relative_energy_ev": 4.034, "homo_energy_ev": [-9.56, -9.19], "smiles": "NP=O", "species": ["N", "O", "P", "H", "H"], "coordinates": [[0.697186, 0.163847, 0.093752], [-1.844797, -0.896448, 0.039920], [-0.817916, 0.856235, 0.059845], [0.628837, -0.793067, 0.205339], [1.336689, 0.669431, -0.398856]], "atomic_forces_ev_per_a": [[-3.969, 2.150, 1.210], [3.822, 6.827, 0.283], [-3.236, -7.391, -0.067], [0.560, -2.498, -0.151], [2.823, 0.913, -1.275]]}